1.
The ion C28H37N2O4 with charge +1 in a non-equilibrium geometry. Source: the Open Molecules 2025 dataset; level of theory: the ωB97M-V functional and the def2-TZVPD basis.

Geometry as XYZ:
```
71
Properties=species:S:1:pos:R:3:nbo_charge:R:1
C -8.5467 -2.9258 -1.2859 -0.26
O -7.5289 -2.4458 -0.4342 -0.48
C -6.2564 -2.4191 -0.8864 0.30
C -5.8459 -2.8015 -2.1632 -0.28
C -4.5118 -2.7319 -2.5126 -0.24
C -3.5633 -2.2817 -1.6045 0.31
O -2.2548 -2.2303 -2.0729 -0.51
C -1.2314 -2.0364 -1.1463 -0.13
C -1.1478 -0.6369 -0.6112 0.48
N -0.6917 -0.3247 0.6147 -0.30
C -0.0412 -1.2254 1.5332 -0.31
C 1.3695 -1.4678 0.9391 0.79
O 1.6322 -2.4336 0.2784 -0.58
O 2.1221 -0.4254 1.1775 -0.51
C 3.4185 -0.3476 0.5329 0.09
C 3.2290 0.0187 -0.9392 -0.42
C 2.5660 1.3870 -1.0918 -0.22
C 2.3624 1.7345 -2.5625 -0.60
C 3.4288 2.4262 -0.3803 -0.39
C 3.6014 2.0769 1.0955 -0.40
C 4.2446 0.6985 1.2894 -0.23
C 4.4060 0.3393 2.7820 -0.21
C 5.3371 1.3274 3.4851 -0.60
C 4.9586 -1.0749 2.9710 -0.61
C -0.7039 1.0519 0.7462 0.11
C -0.3046 1.8956 1.7742 -0.21
C -0.4461 3.2514 1.5578 -0.19
C -0.9716 3.7562 0.3657 -0.17
C -1.3726 2.9251 -0.6604 -0.24
C -1.2251 1.5595 -0.4551 0.17
N -1.4775 0.4749 -1.2728 -0.30
C -1.9856 0.5995 -2.6151 -0.43
C -3.9626 -1.8924 -0.3341 -0.32
C -5.2961 -1.9636 0.0177 -0.22
H -9.4643 -2.8703 -0.7037 0.21
H -8.3662 -3.9640 -1.5788 0.18
H -8.6474 -2.3033 -2.1799 0.18
H -6.5550 -3.1597 -2.8908 0.23
H -4.1858 -3.0312 -3.4955 0.23
H -0.2992 -2.2700 -1.6790 0.26
H -1.3113 -2.7440 -0.3099 0.22
H 0.0309 -0.7483 2.5098 0.25
H -0.5790 -2.1709 1.6140 0.25
H 3.8808 -1.3374 0.5918 0.22
H 4.2101 0.0317 -1.4145 0.22
H 2.6344 -0.7568 -1.4284 0.21
H 1.5864 1.3625 -0.5978 0.18
H 1.7599 0.9771 -3.0610 0.20
H 1.8645 2.6965 -2.6605 0.21
H 3.3200 1.7939 -3.0728 0.22
H 2.9671 3.4116 -0.4678 0.21
H 4.4069 2.4715 -0.8625 0.20
H 4.2236 2.8385 1.5617 0.22
H 2.6258 2.0870 1.5872 0.19
H 5.2379 0.7043 0.8295 0.22
H 3.4192 0.3937 3.2553 0.19
H 6.3002 1.3639 2.9819 0.21
H 4.9195 2.3293 3.5119 0.21
H 5.5032 1.0118 4.5118 0.22
H 4.2477 -1.8381 2.6641 0.20
H 5.1837 -1.2436 4.0209 0.22
H 5.8779 -1.2040 2.4043 0.21
H 0.1057 1.5185 2.6962 0.24
H -0.1415 3.9416 2.3282 0.24
H -1.0635 4.8238 0.2464 0.24
H -1.7801 3.3198 -1.5761 0.24
H -1.8680 -0.3375 -3.1528 0.26
H -3.0449 0.8614 -2.5903 0.23
H -1.4355 1.3880 -3.1281 0.23
H -3.2552 -1.5355 0.4002 0.20
H -5.6193 -1.6700 1.0032 0.23
```

Calculated values
- HOMO-LUMO gap: 0.2853 Ha
- Relative energy (zero: lowest compared OMol25 entry of this formula, charge and spin): 4.6 kJ/mol
- HOMO energy: -10.73 eV
- LUMO: -2.967 eV
- Charge: +1
- DFT total energy: -40802.115 eV


2.
A structure of composition C11H19N2O2 in a non-equilibrium geometry. Source: the Open Molecules 2025 dataset; level of theory: the ωB97M-V functional and the def2-TZVPD basis.

Geometry as XYZ:
```
34
Properties=species:S:1:pos:R:3:nbo_charge:R:1
C -0.6242 1.5723 1.6616 0.52
C -0.6543 -1.7220 -1.7685 -0.46
C 0.6625 -1.9126 -1.0877 -0.42
C -1.0098 -0.2712 -2.0756 -0.39
C -0.5479 -1.0864 0.9824 -0.52
C 0.9217 0.9500 -0.8402 -0.44
C 1.6953 0.6503 1.5801 -0.24
C 0.8374 -1.2837 0.2985 -0.25
C -0.5912 0.6598 -0.8950 -0.33
C -1.1923 0.1572 0.4017 0.45
C 1.6183 0.0269 0.1651 0.25
N 0.6161 1.6059 1.9884 -0.56
N -1.5900 2.3606 1.8377 -0.73
O -2.5651 0.2329 0.3861 -0.72
O 2.9576 -0.3089 -0.1028 -0.71
H -0.7670 -2.1250 -2.7357 0.25
H -1.5849 -2.2737 -1.3138 0.22
H 0.6033 -3.0195 -1.0301 0.25
H 1.7006 -1.7689 -1.7356 0.20
H -0.7213 0.0670 -3.1089 0.24
H -2.2444 -0.2201 -2.1903 0.20
H -1.2730 -1.9394 0.8939 0.27
H -0.4338 -1.0954 2.1420 0.25
H 1.3508 0.6558 -1.8363 0.24
H 1.1322 2.0010 -0.4285 0.23
H 1.6801 -0.3632 2.2258 0.22
H 2.6832 1.0106 1.6883 0.26
H 1.4133 -1.9797 0.9768 0.25
H -1.0917 1.6701 -1.0111 0.23
H 1.0303 2.4473 2.3328 0.41
H -2.4605 2.0301 1.5612 0.42
H -1.6750 3.1283 2.5049 0.42
H -2.9620 0.6853 -0.3785 0.50
H 3.0857 -0.5417 -1.0885 0.49
```

Calculated values
- HOMO-LUMO gap: 0.3956 Ha
- Relative energy (zero: lowest compared OMol25 entry of this formula, charge and spin): 325.9 kJ/mol
- HOMO energy: -13.59 eV
- LUMO: -2.829 eV
- Charge: +1
- DFT total energy: -18781.790 eV


3.
A structure of composition C8H10CaN2 in a non-equilibrium geometry. Source: the Open Molecules 2025 dataset; level of theory: the ωB97M-V functional and the def2-TZVPD basis.

Geometry as XYZ:
```
21
Properties=species:S:1:pos:R:3:mulliken_charge:R:1
C -0.8435 1.0400 -1.4964 -0.44
C 0.5419 0.8359 -1.7482 -0.74
C 1.2855 1.6284 -0.8269 -0.55
C 0.3568 2.3207 -0.0010 -0.60
C -0.9595 1.9546 -0.4095 -0.51
Ca 0.0000 0.0000 0.4805 1.03
N -1.4342 -0.6766 1.1527 -0.37
C -0.0159 -2.4928 0.3540 -0.26
C 0.9810 -1.9732 -0.4380 -0.65
H 2.3739 1.6820 -0.7594 0.34
H 0.9656 0.2012 -2.5284 0.54
H 0.6049 2.9920 0.8223 0.32
H -1.8907 2.3043 0.0377 0.28
H -1.6731 0.5628 -2.0209 0.25
H 0.8688 -1.9389 -1.5256 0.27
H -0.9397 -2.8854 -0.0801 0.13
H -2.3516 -1.0820 1.3743 -0.25
H 1.9721 -1.7639 -0.0207 0.25
H 0.1579 -2.7092 1.4111 0.15
N 0.0000 0.0000 3.7415 -1.12
C 0.0000 0.0000 2.4805 -0.08
```

Calculated values
- HOMO-LUMO gap: 0.1432 Ha
- Relative energy (zero: lowest compared OMol25 entry of this formula, charge and spin): 406.7 kJ/mol
- HOMO energy: 2.18 eV
- LUMO: 6.078 eV
- Charge: -2
- DFT total energy: -29867.814 eV


4.
An isolated molecule of P2S4 in a non-equilibrium geometry. Source: the Open Molecules 2025 dataset; level of theory: the ωB97M-V functional and the def2-TZVPD basis.

Geometry as XYZ:
```
6
Properties=species:S:1:pos:R:3:nbo_charge:R:1
P 0.4922 -0.3543 -0.7585 0.33
P -1.5359 0.2161 0.1300 0.46
S 1.1559 -2.1835 -0.6473 -0.33
S -2.5139 -1.2465 -0.5269 -0.26
S 1.5152 0.8512 0.7857 -0.04
S 0.9264 2.7350 1.0185 -0.14
```

Calculated values
- HOMO-LUMO gap (spin up / spin down): 0.2342 / 0.2176 Ha
- Relative energy (zero: lowest compared OMol25 entry of this formula, charge and spin): 134.5 kJ/mol
- HOMO energy (spin up / spin down): -8.64 / -8.76 eV
- LUMO (spin up / spin down): -2.265 / -2.837 eV
- DFT total energy: -61917.653 eV


5.
A structure of composition C20H26ClNRu in a non-equilibrium geometry. Source: the Open Molecules 2025 dataset; level of theory: the ωB97M-V functional and the def2-TZVPD basis.

Geometry as XYZ:
```
49
Properties=species:S:1:pos:R:3:mulliken_spin:R:1
C -0.0805 0.0133 -5.0088 0.04
C 1.3215 0.5707 -5.2490 0.00
C -0.2883 -1.3281 -5.7108 0.00
C -1.1729 1.0258 -5.3501 0.00
Cl -0.2385 -0.3106 -3.1118 -0.02
H -0.2359 -1.2060 -6.8023 0.00
H -1.2663 -1.7550 -5.4581 0.00
H 0.4826 -2.0484 -5.4095 0.00
H 1.4744 0.7817 -6.3167 0.00
H 2.0876 -0.1458 -4.9286 0.00
H 1.4717 1.5006 -4.6880 0.00
H -1.1732 1.2569 -6.4239 0.00
H -1.0172 1.9587 -4.7948 0.00
H -2.1612 0.6341 -5.0801 0.00
C 1.2470 -1.6444 1.2091 0.23
C 0.6436 -2.6528 0.3791 -0.02
C 0.9382 -2.3214 -0.9999 -0.02
H 0.1689 -3.5636 0.7206 0.02
C 1.7776 -1.1219 -0.9887 0.29
C 1.9338 -0.7064 0.3661 0.03
H 2.4318 0.1973 0.7012 0.01
H 1.2065 -1.6208 2.2941 0.02
H 0.6554 -2.9098 -1.8644 0.01
H 2.2089 -0.6484 -1.8640 0.03
C -2.0368 0.6047 0.5614 0.05
C -1.9928 -0.5858 1.3590 0.24
C -2.1619 -1.7235 0.5011 -0.02
H -1.8726 -0.6267 2.4408 0.02
C -2.2939 -1.2359 -0.8555 -0.02
C -2.2411 0.2246 -0.7982 0.28
H -2.3525 0.8934 -1.6475 0.02
H -1.8806 1.6142 0.9238 0.00
H -2.3015 -2.7527 0.8196 0.02
H -2.4839 -1.8467 -1.7332 0.01
Ru -0.3492 -0.8714 -0.1841 2.33
C 1.0685 2.4646 6.9874 0.00
C 0.7719 1.8222 5.6620 -0.02
C 1.7810 1.1549 4.9636 0.03
C 1.4704 0.5488 3.7417 0.00
N 0.2402 0.5764 3.2128 0.34
C -0.7189 1.2482 3.8604 -0.01
C -0.5036 1.8776 5.0915 0.03
H 1.4094 1.7220 7.7243 0.00
H 1.8633 3.2202 6.8971 0.00
H 0.1724 2.9537 7.3857 0.00
H 2.7998 1.0760 5.3389 0.01
H 2.2380 0.0195 3.1694 0.02
H -1.7034 1.2834 3.3826 0.02
H -1.3380 2.3824 5.5747 0.01
```

Calculated values
- HOMO-LUMO gap (spin up / spin down): 0.2319 / 0.1833 Ha
- Expectation value of S²: 6.03
- HOMO energy (spin up / spin down): -13.21 / -15.88 eV
- LUMO (spin up / spin down): -6.900 / -10.893 eV
- Charge: +2
- Spin multiplicity: 5
- DFT total energy: -37735.769 eV


6.
An isolated molecule of C3H7NO2S in a non-equilibrium geometry. Source: the Open Molecules 2025 dataset; level of theory: the ωB97M-V functional and the def2-TZVPD basis.

Geometry as XYZ:
```
14
Properties=species:S:1:pos:R:3:nbo_charge:R:1
N 0.5735 -1.1898 1.0129 -0.83
C -0.3151 -0.2953 0.2456 -0.16
C 0.2583 1.0792 -0.0377 -0.52
S 1.1019 1.8899 1.3755 -0.07
C -0.8792 -0.8717 -1.0821 0.77
O -1.3290 -0.1545 -1.9388 -0.60
O -0.7360 -2.1856 -1.2104 -0.67
H -0.0066 -1.9313 1.4570 0.38
H 1.2574 -1.6471 0.4154 0.37
H -1.2661 -0.1919 0.8599 0.22
H 0.9509 0.9939 -0.8835 0.21
H -0.6019 1.6935 -0.3438 0.24
H 1.2111 0.6927 1.9893 0.16
H -1.0541 -2.2717 -2.1545 0.50
```

Calculated values
- HOMO-LUMO gap: 0.3461 Ha
- Relative energy (zero: lowest compared OMol25 entry of this formula, charge and spin): 61.6 kJ/mol
- HOMO energy: -8.92 eV
- LUMO: 0.498 eV
- DFT total energy: -19644.966 eV


7.
A cluster of 2 separate species, C2HCl3O in total in a non-equilibrium geometry. Source: the Open Molecules 2025 dataset; level of theory: the ωB97M-V functional and the def2-TZVPD basis.

Geometry as XYZ:
```
7
Properties=species:S:1:pos:R:3:nbo_charge:R:1
C 2.5887 0.3162 -0.4123 0.49
C -1.0927 -0.1106 -0.0599 -0.26
O 2.6375 -0.4632 0.4035 -0.51
Cl -0.6139 0.4436 1.5783 -0.02
Cl 0.0732 0.6718 -1.1445 0.03
Cl -2.7851 0.2478 -0.3458 0.05
H -0.8077 -1.1055 -0.0192 0.22
```

Calculated values
- HOMO-LUMO gap: 0.4309 Ha
- Relative energy (zero: lowest compared OMol25 entry of this formula, charge and spin): 11.3 kJ/mol
- HOMO energy: -11.07 eV
- LUMO: 0.653 eV
- DFT total energy: -41704.045 eV


8.
A structure of composition C20H46N3OP2SSc in a non-equilibrium geometry. Source: the Open Molecules 2025 dataset; level of theory: the ωB97M-V functional and the def2-TZVPD basis.

Geometry as XYZ:
```
74
Properties=species:S:1:pos:R:3:mulliken_charge:R:1
Sc -0.6165 0.0052 0.5861 -1.51
P 0.4043 2.4298 0.6131 1.10
P -0.6020 -2.1810 -0.9065 0.58
N -1.2387 0.8349 -1.3026 0.29
C -0.9284 3.1734 -0.4135 -0.80
H -1.6192 3.6818 0.2773 0.40
H -0.4734 3.9632 -1.0310 0.37
C -1.7339 2.2293 -1.3149 -0.95
H -2.7874 2.2012 -1.0111 0.50
H -1.7193 2.5860 -2.3576 0.35
C -2.0166 -0.0454 -2.2184 -0.96
H -1.5233 -0.0265 -3.2041 0.37
H -3.0231 0.3793 -2.3434 0.44
C -2.1261 -1.4696 -1.6873 -0.99
H -2.4002 -2.1461 -2.5093 0.57
H -2.9354 -1.5262 -0.9426 0.49
C -1.2894 -3.7516 -0.2090 0.70
C -1.8831 -3.4993 1.1816 -1.52
H -2.6944 -2.7580 1.1795 0.27
H -1.1079 -3.1703 1.8889 0.25
H -2.2937 -4.4463 1.5561 0.52
C 0.3365 -2.6548 -2.4056 0.75
C 1.7622 -3.0538 -2.0220 -1.55
H 2.4047 -2.9775 -2.9100 0.47
H 1.8192 -4.0790 -1.6371 0.35
H 2.1593 -2.3845 -1.2496 0.33
C 1.9678 3.1784 -0.0299 0.70
C 3.1757 2.8871 0.8672 -1.63
H 4.0875 3.1649 0.3203 0.53
H 3.2427 1.8218 1.1150 0.32
H 3.1654 3.4652 1.8005 0.26
C 0.1537 3.0512 2.3459 0.54
C 1.0931 2.3484 3.3429 -1.41
H 0.5791 2.2526 4.3110 0.40
H 2.0149 2.9242 3.5072 0.34
H 1.3831 1.3350 3.0246 0.26
C 1.2807 -0.8821 -0.0055 -0.07
C -0.3618 -3.6936 -3.3052 -1.57
H -1.3594 -3.9914 -2.9606 0.42
H -0.4852 -3.2683 -4.3102 0.29
H 0.2453 -4.6018 -3.4190 0.43
C 1.8688 4.6594 -0.4194 -1.56
H 2.8598 5.1262 -0.3570 0.38
H 1.5297 4.7622 -1.4565 0.43
H 1.1889 5.2377 0.2156 0.31
C 0.1939 4.5713 2.4831 -1.68
H -0.0957 4.8330 3.5106 0.46
H 1.2017 4.9741 2.3191 0.33
H -0.5113 5.0805 1.8145 0.37
C -0.2865 -4.9114 -0.1905 -1.47
H 0.6602 -4.6327 0.2926 0.33
H -0.7138 -5.7369 0.3975 0.48
H -0.0718 -5.3077 -1.1922 0.25
H -2.1090 -4.0078 -0.9026 0.59
H -0.8791 2.7223 2.5634 0.41
H 0.3882 -1.7131 -2.9763 0.56
H 2.1142 2.6119 -0.9679 0.34
O 1.2208 -0.6556 1.2716 -0.66
H -0.2635 0.8522 -1.6734 0.29
H 2.1420 -0.5451 -0.6252 0.42
C -3.3652 -1.8814 5.1102 -1.02
N -3.1776 -0.6055 4.3973 -0.32
C -2.1904 -0.4249 3.4864 0.91
S -2.6255 0.3495 1.9890 -0.48
N -0.9390 -0.8320 3.7960 0.47
C -0.4443 -0.8808 5.1742 -1.15
H -2.4566 -2.4899 5.0607 0.38
H -4.2061 -2.4354 4.6720 0.34
H -3.5980 -1.6675 6.1572 0.33
H -4.0448 -0.1450 4.1157 0.33
H -0.2101 -0.6802 3.0944 -0.12
H -0.1510 -1.9067 5.4226 0.38
H 0.4279 -0.2251 5.2623 0.30
H -1.2108 -0.5328 5.8719 0.47
```

Calculated values
- HOMO-LUMO gap: 0.2465 Ha
- Relative energy (zero: lowest compared OMol25 entry of this formula, charge and spin): 195.7 kJ/mol
- HOMO energy: -13.06 eV
- LUMO: -6.354 eV
- Charge: +2
- DFT total energy: -78103.711 eV